No. 1
This record from the OMol25 dataset describes 3 unconnected molecules or ions with the total composition C25H40N4O5S3 in a non-equilibrium geometry. The level of theory is ωB97M-V/def2-TZVPD.

ORCA input file:
```
! RIJCOSX wB97M-V def2-TZVPD def2/J DEFGRID3
* xyz 0 1
C -5.709 3.486 -2.185
C -4.209 3.475 -1.943
O -3.650 2.588 -2.907
C -3.860 3.087 -0.502
C -2.418 3.380 -0.135
C -2.068 4.713 0.147
N -2.981 5.823 0.074
C -0.770 5.020 0.543
C 0.197 4.037 0.662
C -0.152 2.728 0.360
C -1.436 2.374 -0.034
N -1.810 1.037 -0.348
N -1.718 0.786 -1.781
C -1.183 0.007 0.416
C -1.939 -1.139 0.693
C -3.363 -1.274 0.205
C -4.346 -1.889 1.235
C -4.817 -3.261 0.843
O -5.753 -3.416 0.131
O -4.134 -4.342 1.283
C -1.349 -2.177 1.408
C -0.043 -2.099 1.857
C 0.730 -0.965 1.608
C 2.135 -0.882 2.172
C 3.054 -2.103 2.002
C 3.613 -2.261 0.573
N 2.593 -2.761 -0.368
C 0.139 0.062 0.869
S 1.115 1.500 0.498
H -5.849 3.554 -3.260
H -6.165 4.366 -1.739
H -6.177 2.564 -1.849
H -3.855 4.481 -2.173
H -2.725 2.826 -3.024
H -4.471 3.726 0.129
H -4.115 2.041 -0.368
H -3.813 5.685 0.628
H -3.238 6.038 -0.876
H -0.513 6.043 0.766
H 1.196 4.271 0.989
H -2.675 0.695 -2.110
H -1.329 -0.153 -1.870
H -3.745 -0.332 -0.163
H -3.331 -1.957 -0.646
H -3.930 -1.865 2.240
H -5.237 -1.272 1.243
H -3.798 -4.198 2.175
H -1.921 -3.068 1.606
H 0.356 -2.938 2.404
H 2.664 -0.032 1.756
H 2.020 -0.750 3.248
H 2.581 -3.038 2.301
H 3.897 -1.951 2.670
H 4.439 -2.963 0.540
H 3.973 -1.286 0.252
H 2.051 -2.000 -0.757
H 1.938 -3.356 0.119
C 1.654 -1.219 -4.751
S 0.203 -1.761 -3.845
O 0.498 -1.618 -2.396
C 0.348 -3.500 -4.268
H 1.771 -0.150 -4.585
H 2.533 -1.748 -4.381
H 1.509 -1.412 -5.814
H 1.315 -3.876 -3.934
H 0.241 -3.618 -5.346
H -0.451 -4.036 -3.760
C 8.713 -1.555 2.938
S 7.011 -1.529 3.517
O 6.166 -2.033 2.403
C 6.844 0.261 3.529
H 9.008 -2.595 2.818
H 8.780 -1.039 1.981
H 9.354 -1.076 3.678
H 7.039 0.652 2.530
H 7.543 0.685 4.250
H 5.824 0.499 3.825
*
```

Values from the calculation:
**Calculated total energy**: -75275.828 eV
**HOMO level**: -7.48 eV
**LUMO level**: 0.61 eV
**Energy relative to the best compared isomer or geometry (same formula, charge and spin)**: 0.0000 eV
**Frontier orbital gap**: 0.2973 hartree



No. 2
This record from the OMol25 dataset describes a molecular structure, C25H41Ag2CuNO18S in a non-equilibrium geometry. The level of theory is ωB97M-V/def2-TZVPD.

ORCA input file:
```
! RIJCOSX wB97M-V def2-TZVPD def2/J DEFGRID3
* xyz 3 3
Ag 3.842 10.138 -18.868
Ag 5.279 8.492 -14.290
Cu 4.231 10.331 -9.654
O 2.099 8.466 -12.960
C 0.925 8.543 -13.725
C 0.916 7.941 -15.252
O 2.195 8.118 -15.985
H 0.814 9.625 -13.806
H 0.015 8.218 -13.221
H 0.196 8.345 -15.963
H 0.636 6.893 -15.357
C 3.553 5.701 -7.773
N 2.347 6.331 -7.068
O 1.868 7.461 -7.460
O 1.876 5.750 -6.104
H 3.449 4.622 -7.888
H 4.408 5.976 -7.155
H 3.620 6.092 -8.789
O 0.272 9.906 -21.078
C -0.764 10.271 -21.547
O -0.760 11.230 -22.469
C -2.051 11.666 -22.738
C -2.922 11.104 -21.633
C -2.193 9.729 -21.302
H -2.335 11.374 -23.749
H -2.111 12.754 -22.735
H -3.962 10.929 -21.908
H -2.860 11.742 -20.752
H -2.428 8.928 -22.002
H -2.343 9.234 -20.342
O 4.935 4.210 -13.346
C 4.836 3.002 -13.478
O 4.607 2.153 -12.453
C 4.775 0.797 -12.882
C 4.710 0.834 -14.497
C 4.955 2.317 -14.854
H 3.895 0.317 -12.453
H 5.653 0.377 -12.391
H 3.713 0.535 -14.820
H 5.416 0.132 -14.941
H 4.381 2.751 -15.673
H 6.002 2.465 -15.119
O 0.381 0.801 -20.482
C 0.795 1.929 -20.538
O 1.584 2.485 -19.649
C 1.938 3.803 -19.977
C 1.689 3.981 -21.479
C 0.601 2.903 -21.735
H 2.989 3.751 -19.694
H 1.425 4.588 -19.421
H 2.654 3.812 -21.958
H 1.228 4.914 -21.803
H 0.784 2.306 -22.629
H -0.429 3.232 -21.598
O 1.028 13.106 -17.154
C 0.315 13.696 -16.392
O -0.960 13.610 -16.570
C -1.642 13.779 -15.387
C -0.783 14.699 -14.547
C 0.639 14.409 -15.094
H -1.751 12.855 -14.820
H -2.602 14.243 -15.613
H -0.735 14.333 -13.522
H -0.930 15.779 -14.531
H 1.261 13.801 -14.438
H 1.207 15.309 -15.329
O -1.120 0.825 -11.290
C -1.026 0.640 -12.479
O -0.660 -0.529 -12.998
C -0.828 -0.616 -14.425
C -1.432 0.718 -14.771
C -1.430 1.613 -13.522
H -1.427 -1.481 -14.710
H 0.157 -0.695 -14.884
H -2.491 0.494 -14.902
H -0.987 1.044 -15.711
H -2.447 1.912 -13.271
H -0.759 2.472 -13.536
C -2.360 11.418 -7.501
C -2.923 10.715 -8.740
O -3.515 11.769 -9.518
S -4.087 12.992 -8.637
O -5.564 12.811 -8.343
O -3.586 14.272 -9.120
O -3.134 12.520 -7.327
H -1.334 11.759 -7.639
H -2.332 10.836 -6.579
H -3.787 10.077 -8.552
H -2.090 10.233 -9.253
*
```

Values from the calculation:
**Calculated total energy**: -128364.919 eV
**HOMO level (alpha / beta)**: -14.16 / -14.16 eV
**LUMO level (alpha / beta)**: -11.94 / -11.93 eV
**⟨S²⟩**: 2.009
**Frontier orbital gap (alpha / beta)**: 0.0816 / 0.0819 hartree



No. 3
This record from the OMol25 dataset describes a molecular structure, C25H41As3Br2NO2Pb in a non-equilibrium geometry. The level of theory is ωB97M-V/def2-TZVPD.

ORCA input file:
```
! RIJCOSX wB97M-V def2-TZVPD def2/J DEFGRID3
* xyz 3 1
Pb 1.300 0.683 -2.130
C -0.551 3.507 -3.687
C -0.846 2.256 -4.428
C -1.678 2.334 -5.563
C -1.924 1.222 -6.323
C -1.328 -0.002 -5.961
C -1.487 -1.212 -6.704
Br -2.469 -1.221 -8.316
C -0.905 -2.392 -6.269
C -0.127 -2.405 -5.125
Br 0.673 -3.986 -4.504
C 0.119 -1.228 -4.367
O 0.865 -1.251 -3.337
C -0.526 -0.011 -4.797
N -0.312 1.101 -4.050
H 0.127 4.115 -4.291
H -0.080 3.313 -2.729
H -1.460 4.092 -3.554
H -2.118 3.285 -5.821
H -2.563 1.279 -7.192
H -1.035 -3.299 -6.842
C -0.984 -2.549 -1.152
As 0.527 -1.550 -0.401
C 1.956 -2.823 -0.830
C 0.002 -2.055 1.514
C 0.908 -1.826 2.729
C 2.379 -1.896 2.306
C 0.637 -0.495 3.403
As 1.358 1.134 2.462
C 3.150 1.356 3.241
C 0.438 2.454 3.592
C 0.741 -3.004 3.741
As -0.932 -3.442 4.763
C -1.143 -2.093 6.164
C -2.541 -3.217 3.654
H -0.767 -3.616 -1.068
H -1.105 -2.319 -2.205
H -1.921 -2.321 -0.645
H 1.835 -3.753 -0.269
H 2.952 -2.420 -0.652
H 1.856 -3.041 -1.891
H -0.155 -3.133 1.386
H -0.977 -1.589 1.675
H 2.553 -1.135 1.535
H 2.617 -2.875 1.894
H 3.045 -1.710 3.147
H 1.094 -0.467 4.396
H -0.440 -0.331 3.514
H 3.138 1.096 4.298
H 3.440 2.402 3.160
H 3.907 0.761 2.738
H 0.664 2.232 4.636
H -0.641 2.428 3.448
H 0.799 3.460 3.381
H 1.484 -2.896 4.538
H 0.988 -3.931 3.216
H -0.232 -2.016 6.755
H -1.954 -2.385 6.833
H -1.389 -1.125 5.725
H -2.449 -3.747 2.708
H -2.748 -2.160 3.483
H -3.384 -3.645 4.198
C 0.112 4.734 -0.043
C -1.091 4.000 0.545
C -0.980 2.606 -0.067
O 0.415 2.396 -0.373
C 1.148 3.623 -0.152
H 0.454 5.537 0.601
H -0.122 5.150 -1.021
H -2.031 4.483 0.300
H -1.007 3.940 1.628
H -1.557 2.517 -0.992
H -1.289 1.814 0.622
H 1.861 3.763 -0.966
H 1.707 3.502 0.787
*
```

Values from the calculation:
**Calculated total energy**: -359997.311 eV
**HOMO level (alpha / beta)**: -15.45 / -15.45 eV
**LUMO level (alpha / beta)**: -10.43 / -10.71 eV
**Frontier orbital gap (alpha / beta)**: 0.1844 / 0.1739 hartree



No. 4
This record from the OMol25 dataset describes 2 unconnected molecules or ions with the total composition C25H41BBr2N3O5P in a non-equilibrium geometry. The level of theory is ωB97M-V/def2-TZVPD.

ORCA input file:
```
! RIJCOSX wB97M-V def2-TZVPD def2/J DEFGRID3
* xyz 0 1
C -4.081 -3.109 2.798
C -2.994 -2.139 3.550
C -1.545 -1.999 2.796
C -0.974 -3.391 2.129
O -1.289 -3.540 0.703
C -0.486 -2.661 -0.156
C 1.153 -2.709 -0.343
O 1.885 -3.697 0.461
C 2.860 -3.086 1.371
C 2.332 -1.794 2.223
C 2.726 -2.075 3.825
C 3.139 -0.407 1.821
C 2.190 0.927 1.736
C 3.227 2.230 1.893
C 1.097 1.079 2.949
C 1.871 -1.655 -1.417
C 3.523 -1.715 -1.672
C 1.013 -0.523 -2.291
N 1.810 0.351 -3.219
C 0.897 1.333 -3.895
P 1.734 2.604 -5.104
O 1.456 2.219 -6.635
C -0.710 1.443 -3.671
B -1.541 2.644 -4.484
O -1.467 2.851 -5.949
N -2.382 3.600 -3.645
C -2.411 4.998 -4.224
C -1.808 3.747 -2.238
N -1.496 0.529 -2.775
C -0.599 -0.459 -2.083
C -1.336 -1.517 -1.026
C -2.995 -1.391 -0.859
Br -3.592 0.237 0.214
C -3.962 -2.350 -1.458
C -5.569 -2.028 -1.221
Br -3.358 -3.977 -2.516
H -5.155 -2.722 3.064
H -3.955 -3.193 1.638
H -3.935 -4.198 3.264
H -2.840 -2.420 4.682
H -3.471 -1.046 3.554
H -1.528 -1.174 1.966
H -0.756 -1.690 3.634
H -1.550 -4.275 2.688
H 0.159 -3.535 2.407
H 3.135 -3.926 2.174
H 3.884 -2.782 0.877
H 1.177 -1.618 2.219
H 1.872 -2.644 4.395
H 3.786 -2.584 3.913
H 2.834 -1.019 4.373
H 3.938 -0.192 2.682
H 3.754 -0.478 0.828
H 1.690 1.075 0.663
H 3.110 3.012 1.028
H 2.984 2.765 2.922
H 4.357 1.868 1.933
H 0.695 2.193 2.911
H 1.488 0.763 4.008
H 0.161 0.396 2.704
H 3.633 -1.722 -2.861
H 4.073 -0.746 -1.311
H 3.997 -2.719 -1.303
H 1.155 3.930 -4.853
H 3.158 2.555 -4.857
H -0.798 3.612 -6.083
H -2.738 5.063 -5.348
H -3.201 5.628 -3.595
H -1.365 5.494 -4.008
H -2.140 2.830 -1.557
H -0.641 3.827 -2.203
H -2.270 4.707 -1.707
H -5.803 -1.074 -1.896
H -6.277 -2.928 -1.461
H -5.781 -1.705 -0.108
O 3.459 5.038 3.518
H 4.277 5.123 4.031
H 3.110 5.941 3.482
*
```

Values from the calculation:
**SMILES**: CCCCOc1c(OC[C@@H](C)CC(C)C)c(C)c2nc([PH2]=O)c(B(O)N(C)C)nc2c1/C(Br)=C(/C)Br.O
**Calculated total energy**: -191329.003 eV
**HOMO level**: -8.28 eV
**LUMO level**: -1.65 eV
**Frontier orbital gap**: 0.2438 hartree



No. 5
This record from the OMol25 dataset describes a molecular structure, C25H41BeN2P in a non-equilibrium geometry. The level of theory is ωB97M-V/def2-TZVPD.

ORCA input file:
```
! RIJCOSX wB97M-V def2-TZVPD def2/J DEFGRID3
* xyz 0 1
C -3.037 -0.180 -3.304
C -2.350 -1.328 -2.934
C -1.371 -1.321 -1.916
C -1.227 -0.167 -1.117
C -1.752 1.031 -1.665
C -2.736 1.026 -2.666
C -0.602 -2.614 -1.771
C 0.846 -2.535 -1.224
N 1.936 -2.864 -2.140
Be -1.025 0.018 0.676
C -1.191 2.369 -1.215
P 0.507 2.058 -0.579
H -2.547 -2.277 -3.441
H -3.205 1.970 -2.956
H -3.784 -0.204 -4.100
H -1.797 2.826 -0.410
H -1.104 3.099 -2.042
H -1.160 -3.307 -1.111
H -0.572 -3.124 -2.747
H 1.034 -1.568 -0.719
C 1.165 3.697 -0.209
C 1.412 1.570 -2.077
H 0.941 -3.277 -0.412
C 1.886 -2.390 -3.516
C 3.230 -2.755 -1.487
H 0.433 0.055 0.951
H 2.043 -3.233 -4.210
H 0.909 -1.939 -3.754
H 2.697 -1.664 -3.723
H 3.948 -3.460 -1.928
H 3.659 -1.735 -1.572
H 3.105 -3.000 -0.419
H 1.796 2.467 -2.577
H 2.256 0.926 -1.804
H 0.778 1.012 -2.772
H 1.600 4.127 -1.122
H 0.371 4.350 0.176
H 1.947 3.585 0.555
H 0.948 0.560 0.750
C 0.112 -0.531 6.927
C 0.048 0.114 5.568
C 0.569 1.402 5.398
C 0.515 2.032 4.148
C 1.141 3.388 3.997
C -0.126 1.393 3.082
C -0.705 0.097 3.226
C -0.522 -0.539 4.479
N -1.412 -0.469 2.174
C -2.206 -1.698 2.339
C -1.294 -2.918 2.518
C -3.174 -1.531 3.503
C -3.063 -1.901 1.088
H 1.081 -0.336 7.406
H -0.662 -0.136 7.602
H -0.028 -1.617 6.870
H 1.044 1.898 6.244
H 0.503 4.182 4.410
H 2.095 3.438 4.536
H 1.331 3.630 2.948
H -0.164 1.904 2.113
H -0.837 -1.573 4.636
H -0.479 -2.746 3.226
H -1.897 -3.754 2.891
H -0.835 -3.228 1.568
H -3.764 -0.620 3.364
H -3.849 -2.390 3.529
H -2.684 -1.475 4.471
H -3.661 -1.005 0.874
H -2.466 -2.136 0.196
H -3.754 -2.737 1.258
*
```

Values from the calculation:
**Calculated total energy**: -39258.650 eV
**HOMO level**: -7.18 eV
**LUMO level**: 0.59 eV
**Energy relative to the best compared isomer or geometry (same formula, charge and spin)**: 0.0000 eV
**Frontier orbital gap**: 0.2853 hartree



No. 6
This record from the OMol25 dataset describes a molecular structure, C25H41F3O2P2Sc in a non-equilibrium geometry. The level of theory is ωB97M-V/def2-TZVPD.

ORCA input file:
```
! RIJCOSX wB97M-V def2-TZVPD def2/J DEFGRID3
* xyz 1 1
Sc -0.160 0.367 -0.814
C -0.733 -2.507 2.395
C 0.538 -2.738 1.810
C 0.793 -1.169 3.469
C -0.587 -1.495 3.380
C 1.485 -1.928 2.487
C -2.000 -3.214 2.111
H -1.914 -3.814 1.200
H -2.838 -2.512 2.006
H -2.260 -3.897 2.936
C -1.658 -0.879 4.183
H -2.639 -1.106 3.748
H -1.537 0.213 4.197
H -1.656 -1.235 5.226
C 1.387 -0.244 4.448
H 1.371 -0.650 5.472
H 0.832 0.697 4.470
H 2.429 -0.014 4.198
C 2.947 -1.894 2.277
H 3.475 -2.531 3.003
H 3.343 -0.876 2.388
H 3.211 -2.258 1.278
C 0.844 -3.681 0.710
H 1.234 -4.631 1.112
H 1.605 -3.269 0.030
H -0.059 -3.912 0.129
C -1.455 1.736 -2.891
C -2.071 0.332 -3.045
C -1.365 -0.759 -3.857
C 0.193 -0.845 -3.778
C 0.776 -0.457 -2.448
C 1.600 0.781 -2.244
C 1.201 2.061 -3.028
C -0.174 2.117 -3.684
H -1.660 -0.600 -4.910
H 0.646 -0.333 -4.643
H -1.796 -1.742 -3.607
H -0.191 1.544 -4.619
H -2.203 2.443 -3.322
H -3.097 0.405 -3.447
H -0.351 3.160 -4.001
H 1.345 2.971 -2.422
H 2.674 0.570 -2.475
H 1.943 2.143 -3.845
H 0.433 -1.914 -3.957
H 1.111 -1.365 -1.884
P -2.659 0.338 -1.306
C -4.277 0.823 -0.886
C -2.031 -1.242 -0.668
P 2.575 1.181 -0.432
C -1.569 1.967 -1.392
C 4.050 0.109 -0.506
C 3.162 2.893 -0.631
H -4.231 1.639 -0.152
H -4.796 -0.024 -0.417
H -4.828 1.143 -1.777
H -0.951 -1.544 -0.793
H -2.587 -1.982 -1.286
H -2.308 -1.399 0.379
H 3.261 3.160 -1.692
H 4.128 3.006 -0.120
H 2.428 3.556 -0.142
H -2.266 2.752 -1.048
H -0.589 2.225 -0.873
H 4.528 0.129 0.483
H 4.740 0.472 -1.280
H 3.736 -0.923 -0.730
F -2.240 2.912 2.650
C -0.875 2.920 2.737
F -0.451 4.185 2.944
F -0.558 2.211 3.864
C -0.242 2.295 1.442
O 0.351 3.083 0.692
O -0.512 1.049 1.197
*
```

Values from the calculation:
**Calculated total energy**: -78103.036 eV
**HOMO level (alpha / beta)**: -7.69 / -7.70 eV
**LUMO level (alpha / beta)**: -4.45 / -4.53 eV
**Frontier orbital gap (alpha / beta)**: 0.1190 / 0.1163 hartree



> Among the records above, which one has the highest calculated total energy?

C25H41BeN2P



> Among the records above, which one has the lowest calculated total energy?

C25H41As3Br2NO2Pb